Entry 1:
DFT (ωB97M-V/def2-TZVPD) results for C2FN3O in the gas phase.

XYZ file:
```
7
C2FN3O ωB97M-V/def2-TZVPD
O -1.847 -0.505 0.787
C -0.858 -0.310 0.166
N -0.759 -0.070 -1.250
N 0.299 0.429 -1.582
N 1.281 0.497 -0.469
C 0.686 0.091 0.575
F 1.197 -0.133 1.773
```

Output
orbital gap = 8.60 eV
E = -11305.761 eV
HOMO level = -10.95 eV
structure (SMILES) = O=C1N=NN=C1F

***

Entry 2:
DFT (ωB97M-V/def2-TZVPD) results for a molecular structure, C2FORu.

XYZ file:
```
5
C2FORu ωB97M-V/def2-TZVPD
C 1.215 -0.850 0.368
C 0.148 -0.566 -0.522
O -0.195 -0.528 0.928
F -0.516 -1.459 -1.230
Ru 0.061 1.541 0.416
```

Output
orbital gap (alpha / beta) = 7.77 / 7.05 eV
E = -9387.558 eV
charge = +2
spin multiplicity = 6
<S²> = 8.7931
HOMO level (alpha / beta) = -21.76 / -22.84 eV

***

Entry 3:
DFT (ωB97M-V/def2-TZVPD) results for a molecular structure, C2H10BCsO5S.

XYZ file:
```
20
C2H10BCsO5S ωB97M-V/def2-TZVPD
Cs -0.489 0.609 -0.384
B -2.715 3.069 -0.892
H -3.503 3.914 -0.715
H -1.720 3.470 -1.312
H -2.521 2.501 0.090
H -3.253 2.328 -1.635
S 1.074 2.640 3.091
O 0.714 1.482 2.202
O 1.331 3.816 2.233
O -0.035 2.908 4.015
O 2.317 2.254 3.781
C 0.944 -3.835 -1.873
C 1.290 -2.694 -0.926
O 0.106 -2.300 -0.187
H 1.876 -4.205 -2.312
H 0.328 -3.602 -2.743
H 0.425 -4.599 -1.294
H 1.710 -1.839 -1.456
H 2.068 -2.983 -0.219
H 0.054 -2.932 0.537
```

Output
orbital gap = 3.01 eV
E = -24531.616 eV
charge = -2
HOMO level = 0.27 eV

***

Entry 4:
DFT (ωB97M-V/def2-TZVPD) results for 2 unconnected molecules or ions with the total composition C2H10BIOP.

XYZ file:
```
16
C2H10BIOP ωB97M-V/def2-TZVPD
C 3.109 -0.264 -0.868
P 1.334 0.004 -1.302
C 0.904 1.702 -0.775
B 0.358 -1.230 -0.387
I -1.563 -0.708 0.495
H 3.594 -0.872 -1.628
H 3.576 0.720 -0.869
H 3.249 -0.720 0.107
H 1.539 2.403 -1.315
H -0.128 1.900 -1.060
H 1.022 1.864 0.295
H 0.573 -2.391 -0.374
O -4.479 -0.387 1.947
H -3.484 -0.350 1.798
H -4.701 -0.871 2.766
H -4.902 -0.798 1.167
```

Output
orbital gap = 7.11 eV
E = -22341.301 eV
charge = +1
HOMO level = -11.71 eV

***

Entry 5:
DFT (ωB97M-V/def2-TZVPD) results for a molecular structure, C2H10BrN4O3Pt.

XYZ file:
```
21
C2H10BrN4O3Pt ωB97M-V/def2-TZVPD
Pt -8.863 -18.828 -10.543
Br -8.845 -19.610 -13.200
C -7.488 -24.275 -13.319
O -6.792 -25.239 -13.101
N -7.095 -23.063 -13.429
N -8.808 -24.330 -13.426
H -6.105 -22.877 -13.355
H -7.672 -22.271 -13.671
H -9.334 -23.532 -13.753
H -9.238 -25.209 -13.175
C -6.160 -20.098 -16.858
O -7.274 -20.130 -17.419
N -5.011 -19.977 -17.428
N -6.019 -20.045 -15.551
H -4.938 -19.979 -18.435
H -4.163 -20.306 -16.988
H -5.147 -20.104 -15.046
H -6.885 -20.165 -15.046
O -10.529 -18.641 -16.046
H -10.146 -19.046 -16.824
H -10.368 -19.270 -15.343
```

Output
orbital gap (alpha / beta) = 9.39 / 5.51 eV
E = -87625.145 eV
spin multiplicity = 4
<S²> = 3.7579
HOMO level (alpha / beta) = -9.61 / -9.76 eV

***

Entry 6:
DFT (ωB97M-V/def2-TZVPD) results for 2 unconnected molecules or ions with the total composition C2H10N.

XYZ file:
```
13
C2H10N ωB97M-V/def2-TZVPD
N 2.066 0.253 0.130
H 2.682 0.566 -0.634
H 1.058 0.198 -0.073
H 2.208 0.918 0.897
H 2.362 -0.686 0.431
C -1.215 0.509 -0.552
C -1.429 -0.772 0.313
H -0.219 0.381 -0.977
H -2.010 0.670 -1.289
H -1.130 1.473 0.090
H -0.580 -0.980 0.981
H -1.510 -1.666 -0.322
H -2.283 -0.862 1.003
```

Output
orbital gap = 11.47 eV
E = -3719.003 eV
charge = +1
HOMO level = -15.82 eV

***

Entry 7:
DFT (ωB97M-V/def2-TZVPD) results for 2 unconnected molecules or ions with the total composition C2H10N2.

XYZ file:
```
14
C2H10N2 ωB97M-V/def2-TZVPD
C -2.440 0.370 0.270
N -1.682 -0.671 -0.480
H -3.444 0.454 -0.195
H -2.483 0.133 1.332
H -1.953 1.321 0.126
H -0.763 -0.781 -0.069
H -2.150 -1.546 -0.293
C 1.996 0.613 -0.266
N 2.052 -0.692 0.308
H 1.631 1.397 0.385
H 2.923 0.999 -0.668
H 1.313 0.638 -1.072
H 2.184 -1.450 -0.372
H 2.816 -0.786 0.996
```

Output
orbital gap = 10.33 eV
E = -5215.765 eV
HOMO level = -9.19 eV
structure (SMILES) = CN.CN

***

Entry 8:
DFT (ωB97M-V/def2-TZVPD) results for 2 unconnected molecules or ions with the total composition C2H10N2O.

XYZ file:
```
15
C2H10N2O ωB97M-V/def2-TZVPD
N -1.810 0.268 -0.601
C -0.475 0.783 -0.877
C 0.728 -0.097 -0.481
N 0.765 -1.468 -0.932
H -2.352 0.569 -1.401
H -2.192 0.665 0.246
H -0.222 1.780 -0.413
H -0.324 0.976 -1.938
H 1.591 0.541 -0.692
H 0.900 -0.118 0.603
H 1.632 -1.742 -1.358
H -0.102 -1.910 -1.176
O 0.717 0.216 3.055
H 0.937 -0.233 2.240
H 0.204 -0.230 3.725
```

Output
orbital gap = 9.63 eV
E = -7262.937 eV
HOMO level = -8.63 eV
structure (SMILES) = NCCN.O

***

Entry 9:
DFT (ωB97M-V/def2-TZVPD) results for 2 unconnected molecules or ions with the total composition C2H10N2O.

XYZ file:
```
15
C2H10N2O ωB97M-V/def2-TZVPD
C 0.387 -0.200 -0.543
C 0.880 1.075 0.147
N 0.819 2.210 -0.796
N 0.312 -1.377 0.358
H 1.072 -0.583 -1.330
H -0.564 -0.130 -1.091
H 1.946 0.941 0.395
H 0.247 1.112 1.041
H -0.017 2.152 -1.371
H 0.617 2.969 -0.147
H 1.174 -1.231 0.901
H 0.333 -2.254 -0.171
H -1.958 -0.978 1.083
H -2.512 -2.167 0.413
O -2.737 -1.540 1.109
```

Output
orbital gap (alpha / beta) = 10.41 / 4.74 eV
E = -7253.476 eV
charge = +1
spin multiplicity = 2
<S²> = 0.7545
HOMO level (alpha / beta) = -14.50 / -14.46 eV

***

Entry 10:
DFT (ωB97M-V/def2-TZVPD) results for 2 unconnected molecules or ions with the total composition C2H10N2O2.

XYZ file:
```
16
C2H10N2O2 ωB97M-V/def2-TZVPD
N 2.273 0.303 -0.357
C 2.444 -1.088 -0.704
O 1.853 -2.067 0.292
H 1.349 0.703 -0.544
H 2.433 0.499 0.562
H 1.995 -1.198 -1.785
H 3.506 -1.308 -0.855
H 1.215 -1.826 0.870
N -1.439 0.134 0.807
C -2.529 1.098 0.637
O -2.476 1.445 -0.678
H -1.395 -0.580 0.007
H -0.664 0.675 0.972
H -3.426 0.534 0.847
H -2.542 2.045 1.266
H -2.809 2.314 -1.002
```

Output
orbital gap = 10.45 eV
E = -9309.418 eV
HOMO level = -9.77 eV
structure (SMILES) = NCO.NCO